[1]
DFT (wB97M-V/def2-TZVPD) results for a molecular structure, C6H14IN in a non-equilibrium geometry.

XYZ file:
```
22
Properties=species:S:1:pos:R:3:lowdin_charge:R:1
C -0.0364 -2.1363 0.6527 -0.1014
C -0.8075 1.4482 -0.7244 -0.0733
C 0.3662 -0.3457 -1.8067 -0.1428
C 1.0962 1.0817 1.5462 -0.3077
C -0.7805 -0.8616 0.4482 -0.2088
C -0.0146 0.1834 -0.4935 -0.6099
N 1.2520 0.7826 0.1967 -0.6431
I 3.0989 0.0904 -0.1242 0.9277
H 0.8646 -1.8601 1.2698 0.0738
H -0.6648 -2.7319 1.2690 0.0616
H 0.1706 -2.6168 -0.3082 0.0748
H -1.4765 1.7341 0.0898 0.0685
H -0.1349 2.3162 -0.9301 0.1000
H -1.5385 1.3095 -1.6896 0.1348
H 1.0477 -1.2873 -1.8039 0.0805
H -0.6448 -0.4523 -2.2296 0.0922
H 0.8874 0.2346 -2.5010 0.0524
H 1.9567 1.5716 1.9730 0.0481
H 0.1352 1.5975 1.6892 0.0902
H 0.9988 0.1068 2.1139 0.0742
H -1.8712 -0.9136 0.2060 0.1314
H -0.7519 -0.2511 1.3568 0.0770
```

Calculated values
Energy = -16037.639 eV
E_LUMO = 0.38 eV
Frontier orbital gap = 0.309 Ha
HOMO = -8.019 eV

[2]
DFT (wB97M-V/def2-TZVPD) results for 2 unconnected molecules or ions with the total composition C4H9NO4P in a non-equilibrium geometry.

XYZ file:
```
19
Properties=species:S:1:pos:R:3:lowdin_charge:R:1
C -1.2524 0.9612 -2.6731 -0.1368
C -0.0642 0.9701 -1.7973 -0.2037
C 0.4606 -0.0094 -1.0757 -0.2712
C 0.0639 0.5685 1.5064 -0.3842
N -1.1525 0.6823 1.4045 0.0604
O 2.6348 -0.3341 2.1758 -0.3471
O 1.0870 -1.9503 1.0065 -0.3319
O 0.3443 -1.1647 3.2238 -0.1375
O -0.2013 -1.2033 -0.9047 -0.0589
P 1.2175 -0.7534 1.9393 0.2623
H -2.1296 1.4744 -2.3928 0.0382
H -1.0243 1.1759 -3.7313 0.0616
H 0.5587 1.9476 -1.7141 0.1156
H 1.3172 0.0660 -0.3695 0.0982
H 0.5728 1.5675 1.7051 0.0968
H -1.6367 -0.2781 1.3716 0.0908
H 0.5683 -2.0419 3.2565 0.0004
H -1.6943 -0.0895 -2.7658 0.0894
H 0.3302 -1.5886 -0.1654 -0.0424
```

Calculated values
Energy = -23265.127 eV
E_LUMO = 3.82 eV
Frontier orbital gap = 0.315 Ha
HOMO = -4.737 eV
Charge = -1

[3]
DFT (wB97M-V/def2-TZVPD) results for a gas-phase ion, C3H9N2O3S2 (charge -1) in a non-equilibrium geometry.

XYZ file:
```
19
Properties=species:S:1:pos:R:3:lowdin_charge:R:1
C -1.1475 1.2020 1.3194 -0.1509
C 0.0407 0.6312 0.6152 -0.5230
C 1.3511 1.4371 0.7737 -0.0405
N -0.3283 0.7013 -0.8340 -0.3817
S -1.7215 -0.1928 -1.2572 0.8417
N -1.1711 -1.9236 -1.2310 -0.4291
S 0.5269 -2.1065 -1.4302 0.3190
O 0.8107 -3.4802 -1.9259 -0.3843
O 0.8924 -1.0675 -2.3293 -0.3798
O 1.0135 -1.8732 -0.0849 -0.3787
H -1.3273 2.1846 1.0200 0.0501
H -1.9916 0.6217 1.3112 0.0056
H -1.1690 1.3995 2.4485 0.0975
H 0.0321 -0.3598 1.0414 0.0986
H 1.3586 2.2441 -0.0872 0.1217
H 2.2088 0.8576 0.6261 0.0445
H 1.2903 1.7870 1.7533 0.0390
H 0.5504 0.3856 -1.3340 0.0491
H -1.2191 -2.4480 -0.3951 0.0012
```

Calculated values
Energy = -34050.462 eV
E_LUMO = 3.36 eV
Frontier orbital gap = 0.305 Ha
SMILES = CC(C)NSNS(=O)(=O)[O-]
HOMO = -4.939 eV
Charge = -1

[4]
DFT (wB97M-V/def2-TZVPD) results for a molecular structure, C33H37BeF3NO3SSb in a non-equilibrium geometry.

XYZ file:
```
80
Properties=species:S:1:pos:R:3:lowdin_charge:R:1
Be -0.6773 1.4147 0.3702 0.0388
N -2.8733 -1.5628 0.8773 0.2145
C -2.0602 -0.5072 0.9996 -0.5223
O -1.0589 -0.4046 0.2858 -0.0688
C -2.4019 0.5302 2.0173 -0.1870
C -1.2856 1.5817 2.0512 -0.1506
H -2.6326 -2.3018 0.2352 0.1103
H -3.6872 -1.6747 1.4568 0.1234
H -2.5706 0.0286 2.9794 0.1173
H -3.3467 0.9883 1.7118 0.1206
H -0.5400 1.2642 2.7817 0.0235
H -1.7055 2.4986 2.4651 0.0495
C 5.5490 -2.5530 -2.6611 -0.0440
C 4.6216 -1.6241 -1.9377 -0.2708
C 3.4049 -1.2706 -2.5116 -0.0370
C 2.5263 -0.4258 -1.8578 -0.0752
C 2.8676 0.0759 -0.6150 -0.4049
C 4.0675 -0.2750 -0.0220 -0.0829
C 4.9406 -1.1219 -0.6808 -0.0285
S 1.7000 1.1900 0.2509 0.8653
C 2.5111 2.7000 -0.3982 -0.1730
O 2.0954 1.1469 1.6640 -0.5593
H 5.4123 -2.4718 -3.7380 0.0777
H 5.3340 -3.5840 -2.3748 0.0825
H 6.5897 -2.3446 -2.4185 0.0810
H 3.1449 -1.6731 -3.4797 0.1138
H 1.5845 -0.1456 -2.3065 0.1107
H 4.3050 0.1198 0.9542 0.1142
H 5.8767 -1.3956 -0.2144 0.1198
H 3.5566 2.6806 -0.1088 0.0628
H 2.0093 3.5510 0.0445 0.0581
H 2.3929 2.7039 -1.4743 0.0534
F 0.0182 -3.3377 7.5988 0.0529
C 0.2504 -2.9928 6.3124 -0.2764
C 0.5267 -3.9881 5.3939 -0.0015
C 0.7608 -3.6242 4.0818 -0.1351
C 0.6950 -2.2957 3.6875 -0.3733
C 0.4336 -1.3174 4.6319 -0.1143
C 0.2151 -1.6582 5.9572 -0.0096
Sb 1.1151 -1.7720 1.6247 1.6548
C -0.0049 -3.4798 0.8579 -0.3606
C -1.0826 -4.0140 1.5504 -0.1531
C -1.8834 -4.9912 0.9848 -0.0163
C -1.5873 -5.4276 -0.2922 -0.2810
F -2.3709 -6.3748 -0.8565 0.0528
C -0.5363 -4.9036 -1.0190 -0.0087
C 0.2395 -3.9163 -0.4358 -0.1312
C 3.0159 -2.7972 1.8825 -0.3703
C 3.4727 -3.8347 1.0890 -0.1128
C 4.7498 -4.3462 1.2542 -0.0153
C 5.5607 -3.8004 2.2310 -0.2820
F 6.8173 -4.2794 2.3846 0.0491
C 5.1281 -2.7743 3.0500 -0.0066
C 3.8555 -2.2732 2.8546 -0.1308
H 0.5589 -5.0198 5.7076 0.1187
H 0.9893 -4.3875 3.3514 0.1037
H 0.4053 -0.2778 4.3385 0.0913
H 0.0212 -0.9122 6.7104 0.1167
H -1.3055 -3.6605 2.5484 0.0950
H -2.7278 -5.4109 1.5104 0.1188
H -0.3522 -5.2593 -2.0220 0.1184
H 1.0375 -3.4633 -1.0105 0.0940
H 2.8332 -4.2554 0.3259 0.0860
H 5.1215 -5.1507 0.6396 0.1154
H 5.7846 -2.3784 3.8108 0.1187
H 3.5133 -1.4442 3.4597 0.1049
C -2.8340 1.4585 -2.1713 -0.0265
C -1.6803 2.4532 -1.9728 -0.6816
C -0.7504 2.4368 -3.1959 -0.0299
C -2.2455 3.8703 -1.7801 -0.0285
O -0.9623 2.0772 -0.8522 -0.1896
H -3.4524 1.7186 -3.0258 0.0816
H -3.4458 1.4524 -1.2734 0.0790
H -2.4274 0.4608 -2.3112 0.0794
H -1.2730 2.7870 -4.0829 0.0816
H -0.3866 1.4269 -3.3744 0.0730
H 0.1028 3.0854 -3.0067 0.0754
H -2.8634 4.1637 -2.6240 0.0791
H -1.4299 4.5804 -1.6792 0.0798
H -2.8426 3.9032 -0.8737 0.0818
```

Calculated values
Energy = -68381.852 eV
E_LUMO = 0.43 eV
Frontier orbital gap = 0.314 Ha
HOMO = -8.127 eV

[5]
DFT (wB97M-V/def2-TZVPD) results for a molecular structure, C14H12F18N4O18S6Zn in a non-equilibrium geometry.

XYZ file:
```
73
Properties=species:S:1:pos:R:3:lowdin_charge:R:1
Zn -0.3108 0.0830 0.1676 0.4355
C -3.0300 -3.5248 0.4361 -0.6512
F -3.7327 -2.6788 -0.3786 0.0776
F -3.8670 -4.1825 1.3011 0.0767
F -2.4019 -4.3687 -0.2831 0.1710
S -1.7033 -2.5547 1.4464 0.6550
O -2.3940 -1.5951 2.3512 -0.3265
O -0.7544 -3.5134 2.1600 -0.3268
O -0.8915 -1.7884 0.4078 -0.4118
C -4.6185 1.0550 1.1979 -0.6422
F -5.6292 1.6146 1.8366 0.1196
F -4.7317 -0.2857 1.1532 0.1131
F -4.7512 1.4459 -0.0810 0.0698
S -2.9118 1.6952 1.8186 0.5858
O -2.8138 3.1014 1.4916 -0.3304
O -2.8032 1.3947 3.2836 -0.3061
O -1.9371 0.8259 1.0593 -0.3946
C -0.3228 -3.5111 -3.3954 -0.6241
F -1.0420 -2.4478 -3.8003 0.0855
F -0.1800 -3.4190 -2.1000 0.1429
F -0.9668 -4.6833 -3.6608 0.0784
S 1.5191 -3.5541 -4.1148 0.4785
O 2.2993 -4.2201 -3.1050 -0.3069
O 1.3725 -4.3889 -5.3289 -0.4100
O 1.7880 -2.1469 -4.3716 -0.3809
C 2.5135 0.2407 3.6667 -0.6103
F 3.2786 -0.7147 4.2098 0.1038
F 2.3632 1.3039 4.4628 0.1121
F 3.0068 0.5934 2.4571 0.0856
S 0.7412 -0.4647 3.3706 0.5939
O 0.6008 -0.1565 1.9328 -0.3866
O 0.7261 -1.9461 3.5321 -0.3314
O -0.2327 0.2141 4.2422 -0.3061
C -1.0252 5.4511 4.8185 -0.7217
F -1.0698 5.7520 6.0663 0.1305
F -2.2976 5.1575 4.4887 0.0949
F -0.5474 6.4878 4.1447 0.1110
S -0.0642 3.7954 4.6525 0.5362
O 1.0760 3.8741 5.6519 -0.4166
O -1.0755 2.7035 4.9045 -0.3535
O 0.3841 3.6025 3.2825 -0.3586
C 4.2811 -2.4979 1.1114 -0.6840
F 5.3310 -2.5843 0.3481 0.1282
F 4.5292 -2.1466 2.4051 0.0873
F 3.4548 -1.6587 0.5735 0.1426
S 3.3289 -4.2237 1.1080 0.4237
O 3.1202 -4.5131 -0.3109 -0.3661
O 4.0321 -5.2756 1.7284 -0.3697
O 2.1199 -3.9427 1.8702 -0.3246
C 3.3069 -0.1436 -2.5797 -0.0387
C 2.1730 -0.3568 -1.7094 -0.1569
N 1.2357 -0.5406 -1.0372 0.2208
H 4.1508 0.2856 -2.0396 0.0859
H 2.9341 0.6526 -3.2241 0.0569
H 3.6137 -1.0225 -3.1467 0.0828
C -3.8213 0.0623 -3.1558 -0.0419
C -2.5393 0.1158 -2.3732 -0.1623
N -1.5725 0.1513 -1.6916 0.2009
H -3.4372 0.3390 -4.1376 0.0650
H -4.5581 0.8312 -2.9232 0.0689
H -4.3045 -0.9066 -3.0303 0.0805
C 1.0738 0.9835 -5.5215 -0.0688
C 0.2535 1.6443 -4.5468 -0.3015
N -0.3080 2.2179 -3.7166 0.1484
H 0.8433 1.2503 -6.5529 0.0783
H 0.8115 -0.0218 -5.1917 0.0731
H 2.1241 1.1607 -5.2900 0.0750
C 0.7339 4.7905 -0.3877 -0.0478
C 0.5660 3.3353 -0.2594 -0.1711
N 0.4421 2.2053 -0.1306 0.2298
H 1.5742 4.9491 -1.0635 0.0627
H 1.0067 5.3812 0.4868 0.0848
H -0.0626 5.2317 -0.9870 0.0764
```

Calculated values
Energy = -219866.376 eV
E_LUMO = 6.55 eV
Frontier orbital gap = 0.184 Ha
HOMO = 1.551 eV
Charge = -4